No. 1
Here is a molecular structure, C6H12N2O from OMol25. Energies are from ωB97M-V with the def2-TZVPD basis set.

Last column: natural (NBO) charge in e.
CARTESIAN COORDINATES (ANGSTROEM)
C -2.08427 0.59444 0.44044  -0.175
C -0.06159 -1.26669 1.04073  -0.416
C -2.85835 -0.21051 -0.55744  -0.674
N -0.19515 0.11592 0.59974  -0.438
C 2.18221 0.36456 -0.23310  0.209
C 0.11807 0.57982 -0.55382  0.602
C 3.00861 -0.45072 0.41765  -0.643
O 2.64416 1.39172 -1.02315  -0.740
N -0.13057 1.31596 -1.52345  -0.728
H 3.61010 1.48495 -0.93456  0.470
H 0.72131 1.64555 -1.98610  0.412
H -2.06910 1.66623 0.25889  0.217
H -2.32098 0.38049 1.47969  0.193
H -1.03219 -1.64661 1.36806  0.206
H 0.60898 -1.28152 1.89829  0.215
H 0.31661 -1.92596 0.25884  0.215
H 2.69306 -1.08930 1.22982  0.204
H 4.08994 -0.41204 0.27033  0.184
H -2.73826 -1.28596 -0.39876  0.213
H -3.93262 0.00458 -0.46787  0.234
H -2.56997 0.02509 -1.58422  0.239

Energy above the lowest of the compared OMol25 structures with the same formula, charge and spin = 130.5 kcal per mole
Strongest force on any atom = 6.78 eV Å⁻¹
E = -420.375863 a.u.
Orbital gap = 8.64 eV
Lowest unoccupied orbital energy = 0.0306 Ha
2S+1 = 1

No. 2
Here is a molecular structure, C19H35Cl2CsMgN3O7PS from OMol25. Energies are from ωB97M-V with the def2-TZVPD basis set.

Last column: Mulliken charge in e.
CARTESIAN COORDINATES (ANGSTROEM)
C -0.21393 3.17855 4.81059  -0.778
C -1.55116 2.27692 4.51046  -0.529
O -1.27409 1.44705 3.32745  -0.426
P -1.21023 -0.26332 3.74577  2.135
Cl -2.11640 -0.66130 1.85236  -0.386
C 0.56464 -0.30312 3.05407  -0.406
C 0.91666 -1.54372 2.05230  -0.287
C 1.29231 -1.09872 0.50442  -0.351
N 0.96165 -2.18648 -0.49868  -0.442
N -1.20148 -1.98265 4.23435  -0.295
C -1.03335 -2.11269 5.59153  0.112
S -0.78613 -2.45446 7.24243  -0.314
H -0.49778 4.31834 4.96433  0.259
H 0.47657 2.76712 5.66484  0.044
H 0.42978 3.15721 3.80558  0.211
H -1.98018 1.70009 5.43410  0.391
H -2.40434 3.04347 4.18166  0.052
H -2.52803 -0.15844 4.32953  0.185
H -0.62297 0.03653 5.05918  -1.615
H 1.32120 -0.17904 3.96803  -0.038
H 0.70381 0.69686 2.41694  0.144
H 1.90786 -2.05226 2.48165  0.193
H 0.12121 -2.39730 1.99290  0.231
H 0.71300 -0.09351 0.29465  0.310
H 2.44510 -0.87851 0.48076  0.099
H 0.01657 -2.01822 -0.91099  -0.077
H 1.05823 -3.14024 -0.08451  0.269
Mg -0.89027 -1.45056 -1.98870  0.411
C -1.56700 -5.45617 -0.03539  -0.457
O -0.25844 -5.25772 0.01866  -0.764
H -2.14436 -4.83179 -0.73816  0.082
H -1.91408 -6.46286 -0.32403  0.319
H -2.14058 -5.30115 0.89426  0.015
Cs 0.38538 0.82791 6.55463  1.021
C -4.26995 -3.34813 2.75427  -0.926
C -4.94832 -3.76445 4.05560  -0.470
C -4.85232 -5.26793 4.32201  -0.328
C -5.53290 -6.03298 3.19861  0.239
N -6.09745 -6.66766 2.26671  -0.515
H -4.74423 -3.81318 1.88428  0.461
H -4.33846 -2.26396 2.62008  0.225
H -3.20943 -3.62510 2.75855  0.138
H -6.00136 -3.45945 4.01986  0.307
H -4.48421 -3.22305 4.88725  0.278
H -5.34055 -5.51314 5.27109  0.302
H -3.80469 -5.58085 4.38832  0.276
C 4.00825 1.55390 -4.90719  -0.091
C 2.97130 0.93260 -4.33706  -0.662
C 1.62465 1.53736 -4.33147  0.351
O 0.67540 0.97033 -3.80813  -0.477
C 1.46807 2.85377 -4.98137  -0.533
C 2.50502 3.47506 -5.55150  -0.063
C 3.85166 2.87030 -5.55709  0.433
O 4.80092 3.43734 -6.08043  -0.578
H 5.00263 1.12460 -4.91946  0.422
H 3.06976 -0.03365 -3.85697  0.410
H 0.47368 3.28306 -4.96910  0.453
H 2.40655 4.44131 -6.03158  0.299
O 4.21057 1.90169 -1.56670  -0.633
H 3.28060 1.88457 -1.83833  0.335
H 4.20864 1.47218 -0.69807  0.312
Cl -4.09966 2.76276 3.53172  -0.809
O 2.54023 5.71820 -7.65837  -0.588
C 3.78543 5.88364 -8.12597  0.103
C 3.76103 5.84728 -9.72685  -0.236
O 5.00876 5.99600 -10.19387  -0.541
H 4.53870 5.13477 -7.82244  0.101
H 4.30010 6.82388 -7.85944  0.233
H 3.01943 6.60768 -10.02837  0.213
H 3.23299 4.91543 -9.99555  0.243

Strongest force on any atom = 11.34 eV Å⁻¹
E = -3315.476108 a.u.
Orbital gap = 1.14 eV
Total charge = -2
Lowest unoccupied orbital energy = -0.0127 Ha
2S+1 = 1

No. 3
Here is 3 unconnected molecules or ions with the total composition C48H36BClN2O9P from OMol25. Energies are from ωB97M-V with the def2-TZVPD basis set.

Last column: Mulliken charge in e.
CARTESIAN COORDINATES (ANGSTROEM)
C 0.10915 3.16053 6.86905  -0.888
O 0.27490 3.71863 5.54786  -0.361
B 1.30059 4.60878 5.38281  0.609
O 1.36140 5.75291 6.12386  -0.535
C 2.33854 4.23098 4.22511  1.387
C 1.86723 4.26158 2.91521  0.448
C 0.47054 4.58684 2.49564  -1.582
C -0.09637 3.34142 1.82006  0.930
C -0.66019 2.36867 2.64825  -0.442
C -1.15584 1.18508 2.12472  -0.980
C -1.09295 0.95518 0.75778  -0.769
C -0.54494 1.91412 -0.07774  -1.199
C -0.04329 3.11349 0.43972  1.279
C 0.53386 4.09488 -0.56453  -2.125
C 2.79889 3.94272 1.92973  -1.136
N 4.01898 3.59143 2.25401  0.919
O 4.89398 3.29623 1.23674  -0.369
C 4.48779 2.09162 0.55254  0.104
O 3.91094 2.21956 -0.45390  -0.357
C 4.86190 0.77947 1.11860  0.606
C 4.17667 0.17402 2.16643  -0.100
C 4.57829 -1.07990 2.59431  -0.807
C 5.64145 -1.74407 2.00062  -0.525
C 6.33012 -1.13163 0.95840  -0.602
C 5.93577 0.12517 0.52428  -0.344
N 4.52723 3.49283 3.45550  -0.927
C 3.68109 3.83397 4.40456  -0.351
P 4.54493 3.70143 6.08682  0.162
O 3.39481 2.87561 6.89849  -0.428
Cl 4.39304 5.61882 6.80130  -0.182
H 0.69662 2.25123 6.93617  0.306
H -0.94549 2.95543 7.00309  0.275
H 0.40232 3.85736 7.65375  0.389
H 0.78413 6.46313 5.82609  0.333
H -0.16265 4.80810 3.34874  0.523
H 0.45205 5.43923 1.82513  0.537
H -0.69999 2.51737 3.71717  0.522
H -1.59010 0.43541 2.76855  0.451
H -1.45949 0.03431 0.33003  0.618
H -0.46619 1.76092 -1.14393  0.705
H -0.21018 4.32623 -1.31821  0.563
H 0.82255 5.02528 -0.08349  0.259
H 1.42933 3.66975 -1.01502  0.441
H 2.53602 3.96664 0.88510  1.027
H 3.33604 0.67289 2.62896  0.570
H 4.04235 -1.57489 3.38956  0.409
H 5.95690 -2.72954 2.30214  0.436
H 7.15653 -1.62236 0.47285  0.416
H 6.47689 0.58723 -0.28810  0.451
H 2.96783 3.42066 7.57557  0.324
C -0.67756 -1.94753 -6.37024  -0.593
C -0.02768 -0.88010 -5.75941  -0.575
C -0.75447 0.06449 -5.05447  -0.691
C -2.13678 -0.04659 -4.96566  0.542
C -2.78968 -1.10664 -5.59596  0.208
C -2.05538 -2.06098 -6.28883  -0.685
C -4.27686 -1.22829 -5.54774  0.688
O -4.84135 -2.15506 -6.08834  -0.636
C -5.04547 -0.17432 -4.83045  0.430
C -6.43322 -0.23182 -4.82537  -0.587
C -7.16170 0.73147 -4.14826  -0.534
C -6.50664 1.75121 -3.46556  -0.514
C -5.12349 1.81594 -3.47133  -0.688
C -4.38750 0.86051 -4.16054  0.229
C -2.90209 0.96400 -4.18499  0.628
O -2.32707 1.84886 -3.58256  -0.750
H -0.10726 -2.68978 -6.91249  0.436
H 1.04770 -0.78837 -5.83270  0.424
H -0.25263 0.89270 -4.57373  0.509
H -2.56584 -2.88757 -6.76404  0.484
H -6.93799 -1.02884 -5.35368  0.502
H -8.24263 0.68847 -4.14935  0.417
H -7.07843 2.49872 -2.93189  0.414
H -4.61089 2.60989 -2.94631  0.495
C 2.23541 -6.70983 0.46806  -0.540
C 1.36432 -7.03017 1.50447  -0.508
C 0.03641 -6.64365 1.44090  -0.530
C -0.42522 -5.92582 0.34484  0.152
C 0.45423 -5.58579 -0.68541  0.167
C 1.78227 -5.98886 -0.62360  -0.540
C -0.00748 -4.77859 -1.84976  0.481
O 0.75577 -4.48519 -2.74687  -0.673
C -1.42875 -4.33424 -1.87734  -0.060
C -1.86776 -3.53655 -2.92595  -0.501
C -3.18748 -3.12453 -2.97488  0.218
C -4.07987 -3.51200 -1.98045  -0.702
C -3.64719 -4.30370 -0.92969  -0.997
C -2.31958 -4.71044 -0.86924  0.136
C -1.86254 -5.53425 0.28511  0.741
O -2.63610 -5.87261 1.15572  -0.659
H 3.27054 -7.02156 0.51553  0.429
H 1.72304 -7.58513 2.36123  0.411
H -0.64608 -6.89563 2.24073  0.481
H 2.45601 -5.73427 -1.43002  0.485
H -1.17335 -3.23720 -3.69982  0.525
H -3.51765 -2.49665 -3.79208  0.370
H -5.11307 -3.19252 -2.02593  0.487
H -4.33490 -4.60588 -0.15201  0.487

Strongest force on any atom = 1.64 eV Å⁻¹
E = -3463.659313 a.u.
Orbital gap = 6.81 eV
Total charge = +1
Lowest unoccupied orbital energy = -0.1591 Ha
2S+1 = 1

No. 4
Here is 9 unconnected molecules or ions with the total composition C27H72O27S9 from OMol25. Energies are from ωB97M-V with the def2-TZVPD basis set.

Last column: Mulliken charge in e.
CARTESIAN COORDINATES (ANGSTROEM)
O 4.70584 -5.37572 -3.65170  -0.654
S 3.37843 -5.37884 -3.09519  1.183
O 2.20392 -5.39515 -3.92299  -0.599
O 3.25093 -6.61207 -2.06584  -0.275
C 4.46830 -7.11526 -1.47988  -0.158
C 4.05598 -8.26694 -0.56180  -1.227
C 3.25085 -4.01432 -1.94839  -1.138
H 4.99807 -6.33807 -0.92694  0.314
H 5.06880 -7.48943 -2.30657  0.311
H 3.75731 -9.09024 -1.20921  0.305
H 3.29296 -8.04688 0.18146  0.314
H 4.91114 -8.61028 0.02495  0.388
H 2.37849 -4.16238 -1.31880  0.327
H 3.15064 -3.07121 -2.48545  0.414
H 4.20977 -3.94071 -1.43896  0.487
O 2.16782 7.29426 -2.78925  -0.639
S 2.64336 6.31069 -3.71397  1.252
O 3.81743 5.51860 -3.46803  -0.606
O 1.46480 5.22074 -3.94844  -0.169
C 0.13197 5.68251 -4.14457  -0.354
C -0.83969 4.63349 -3.62997  -0.973
C 2.73083 7.04815 -5.30928  -0.955
H -0.09519 5.79890 -5.20731  0.334
H -0.06493 6.61833 -3.61914  0.445
H -0.95502 3.81934 -4.34091  0.271
H -1.83040 5.06560 -3.46822  0.428
H -0.58264 4.22529 -2.65102  -0.002
H 3.46553 7.84151 -5.39837  0.377
H 1.73176 7.41513 -5.53727  0.323
H 2.98143 6.23000 -5.98455  0.320
O -2.93846 2.22983 -4.85937  -0.535
S -4.23549 1.80623 -4.39452  1.054
O -4.62839 2.10444 -3.04590  -0.571
O -5.39525 2.38998 -5.33463  -0.320
C -5.18919 2.40982 -6.75432  -0.225
C -4.74669 3.78633 -7.20260  -1.086
C -4.33765 0.03418 -4.66814  -0.668
H -6.08795 2.13098 -7.29933  0.376
H -4.37217 1.72276 -6.99530  0.251
H -5.56821 4.50235 -7.10557  0.323
H -4.47769 3.75078 -8.25958  0.352
H -3.93761 4.20344 -6.60634  0.239
H -4.01542 -0.16313 -5.68653  0.354
H -5.38809 -0.25046 -4.59240  0.387
H -3.78071 -0.46014 -3.87739  0.049
O 2.42563 -6.74446 5.50800  -0.623
S 2.55420 -5.44264 6.09255  1.147
O 3.73075 -5.03464 6.76573  -0.585
O 2.29566 -4.34787 4.93396  -0.234
C 1.28210 -4.69304 3.96903  -0.363
C 0.64811 -3.40797 3.48091  -0.757
C 1.11289 -5.09655 7.16125  -0.894
H 0.50383 -5.29991 4.43070  0.362
H 1.74959 -5.26645 3.16999  0.277
H 1.35052 -2.58317 3.37116  0.224
H -0.14887 -3.07661 4.15599  0.347
H 0.06133 -3.46986 2.56044  0.086
H 1.22335 -5.64094 8.09142  0.368
H 0.20499 -5.34694 6.61491  0.310
H 1.06226 -4.01481 7.27222  0.315
O -3.05228 -4.61254 1.66406  -0.693
S -2.79060 -3.68165 0.60709  1.137
O -2.01004 -2.51289 0.90459  -0.335
O -2.10516 -4.49386 -0.61800  -0.396
C -2.05964 -3.74808 -1.84926  0.651
C -1.47921 -4.59004 -2.96307  -1.296
C -4.33118 -3.06022 -0.08582  -0.906
H -1.47410 -2.84387 -1.66936  -0.193
H -3.03230 -3.37904 -2.18921  0.215
H -2.05012 -5.50926 -3.07108  0.418
H -0.41016 -4.71019 -2.80193  0.162
H -1.56187 -4.01072 -3.88467  0.362
H -4.95826 -2.84340 0.77274  0.409
H -4.78025 -3.77152 -0.77472  0.480
H -4.05468 -2.15853 -0.62584  0.105
O -0.39093 1.43940 -1.76844  -0.572
S -1.02370 0.21036 -1.38303  0.587
O -2.02125 -0.41536 -2.20461  -0.289
O 0.03358 -0.93011 -0.97597  -0.127
C 1.36974 -0.55723 -0.57752  0.975
C 1.68558 -1.13886 0.80054  -0.797
C -1.76701 0.48021 0.21696  -0.196
H 1.42505 0.52885 -0.58536  -1.032
H 2.11786 -0.88170 -1.30159  0.180
H 0.80796 -0.97874 1.42322  0.160
H 2.55777 -0.63161 1.20579  0.374
H 1.88951 -2.19034 0.60159  0.295
H -2.25233 1.45351 0.15093  0.473
H -1.00611 0.50752 0.99624  -0.094
H -2.45494 -0.31217 0.49058  -0.118
O -4.98711 -0.26952 1.03816  -0.411
S -5.84111 0.87396 1.23010  0.895
O -7.07570 0.68999 1.94725  -0.677
O -4.99267 2.04978 1.90412  -0.172
C -5.52515 2.84328 2.96358  -0.315
C -4.35657 3.53707 3.65361  -1.081
C -6.04162 1.62247 -0.40300  -0.935
H -6.04059 2.26053 3.72912  0.331
H -6.25797 3.54511 2.55987  0.330
H -3.80677 2.80216 4.23837  0.300
H -4.73151 4.29869 4.33694  0.412
H -3.73155 4.01790 2.90200  0.233
H -6.40444 0.81901 -1.03926  0.384
H -5.08157 2.03567 -0.67586  0.288
H -6.86777 2.32363 -0.29138  0.422
O 3.72650 4.01841 0.91229  -0.695
S 2.84736 3.05097 0.30701  1.192
O 3.38032 1.71978 0.10797  -0.637
O 1.46701 2.87671 1.13832  -0.093
C 0.94989 4.03580 1.81631  -0.318
C -0.39003 3.61604 2.41956  -1.114
C 2.20812 3.64300 -1.30273  -0.626
H 0.83761 4.83659 1.08431  0.409
H 1.61063 4.35889 2.61949  0.335
H -1.20040 3.62760 1.68843  0.204
H -0.67141 4.33682 3.18839  0.478
H -0.35258 2.61209 2.83821  0.207
H 3.03838 3.59031 -1.99907  0.448
H 1.77252 4.61440 -1.09171  0.323
H 1.46057 2.91787 -1.62105  -0.010
O 5.56300 1.06998 7.51633  -0.643
S 5.91859 0.58612 6.20301  1.159
O 5.81925 -0.84168 5.97237  -0.605
O 5.05435 1.31861 5.07289  -0.180
C 3.64073 1.04779 5.13033  -0.587
C 2.98983 1.43492 3.81750  -0.832
C 7.54715 1.13948 5.70205  -0.937
H 3.26063 1.50975 6.03980  0.385
H 3.46897 -0.03101 5.19623  0.355
H 3.49667 0.93571 2.99037  0.177
H 3.16600 2.49237 3.59047  0.240
H 1.91994 1.24606 3.80357  0.412
H 7.57240 2.21280 5.54883  0.334
H 7.74569 0.57507 4.79208  0.318
H 8.26763 0.79454 6.43918  0.361

Energy above the lowest of the compared OMol25 structures with the same formula, charge and spin = 24.2 kcal per mole
Strongest force on any atom = 2.18 eV Å⁻¹
E = -6686.978142 a.u.
Orbital gap = 10.59 eV
Lowest unoccupied orbital energy = 0.0039 Ha
2S+1 = 1